Computed, not measured: a gas-phase ion, C22H24ClN2O2 (charge +1), with ωB97M-V with the def2-TZVPD basis set.

Total energy, hartree: -1571.88696
Total charge: +1
HOMO-LUMO gap, eV: 7.917
E_LUMO, eV: -3.519
SMILES string: COc1cc(C[NH2+]CCc2ccccc2)ccc1OCc1ccc(Cl)nc1
2S+1: 1

```
51
Properties=species:S:1:pos:R:3:forces:R:3:lowdin_charge:R:1
C 0.100 -0.676 3.150 -11.52 -4.60 1.45 0.00
H 1.072 -3.789 3.237 -0.38 1.43 -1.59 0.16
N 1.112 -1.831 0.417 0.18 -7.05 -5.94 0.12
H 1.897 -3.683 0.988 3.64 -1.95 -1.11 0.09
H 1.222 2.388 0.556 -2.67 -0.23 -1.64 0.21
C -0.425 2.923 -0.769 -8.50 2.03 -5.62 -0.15
C -1.167 -0.046 3.585 8.74 7.15 -0.88 -0.20
C -1.136 -2.900 3.258 -11.44 3.87 1.78 -0.03
H -0.128 -0.719 -2.845 1.15 3.35 1.00 0.20
H 0.749 -2.407 -1.608 -2.39 -2.90 -1.26 0.08
C 0.059 2.081 0.050 13.59 10.68 1.90 -0.33
C -0.162 -2.049 3.026 5.89 2.44 -0.78 -0.40
C 0.635 1.446 -2.704 0.48 0.97 -1.22 -0.10
C -1.616 0.692 0.146 5.84 0.56 1.15 -0.58
H -3.285 -0.088 4.071 2.37 -0.42 0.47 0.13
C 2.700 0.137 -1.336 -2.55 -0.50 0.01 -0.01
H -0.685 0.321 -4.753 -0.67 2.14 1.08 0.16
Cl -1.781 -0.935 0.377 -1.99 -1.74 0.35 0.91
C 1.596 -0.665 -1.742 4.18 3.45 1.85 -0.16
C 2.663 1.533 -1.413 5.98 -3.68 2.32 -0.05
H -3.390 1.087 -1.037 2.24 1.27 1.08 0.19
C -1.165 1.226 -4.095 -9.25 -12.35 -7.50 -0.34
C 1.038 -3.183 1.006 2.83 6.22 6.72 -0.05
H -1.795 1.831 -4.676 -1.07 0.42 -1.81 0.10
C 1.588 -2.117 -1.130 -2.93 7.23 1.05 0.06
H 2.527 -2.474 -1.252 2.46 -1.89 0.21 0.10
O -0.492 1.969 -3.500 13.42 9.77 9.66 -0.03
H 3.392 -0.183 -0.647 2.01 -1.39 1.14 0.09
C -2.237 -0.582 3.966 -9.79 -7.19 -1.23 -0.08
H -0.952 1.209 3.760 -1.15 -3.52 -0.46 0.18
H -1.946 0.661 -3.477 0.54 -0.06 -0.11 0.11
H 3.493 2.098 -1.008 -0.28 0.18 0.29 0.16
C 1.003 -2.794 2.602 2.29 -4.64 0.32 -0.13
H -1.318 -3.868 2.987 0.86 -2.64 -0.58 0.08
C 0.666 0.193 -2.382 -4.21 -10.64 -1.74 -0.03
O 1.568 3.455 -2.148 0.44 0.50 0.20 -0.04
N -0.262 1.087 0.528 -9.30 -13.61 4.53 0.12
H 0.283 -3.754 0.840 -5.11 -2.89 -1.92 0.08
H 0.173 -1.565 0.362 -1.55 2.21 0.14 -0.01
H 1.818 -1.302 0.731 2.43 2.98 2.25 0.11
C -1.780 2.451 -1.123 7.01 16.27 -6.45 -0.06
H -2.275 3.300 -1.763 0.44 -2.27 0.77 0.19
C -2.543 -2.216 3.551 10.44 5.01 0.76 0.15
H -3.457 -2.512 3.818 -3.37 -1.83 0.69 0.02
C -2.337 1.512 -0.652 -10.18 -12.82 3.61 -0.15
H 0.511 4.645 -1.111 5.81 8.44 6.92 0.03
C 0.047 4.030 -1.557 2.22 -11.37 0.37 0.14
H -0.173 4.454 -2.365 -3.89 2.36 -6.74 0.08
H 0.854 -0.104 3.238 6.01 3.23 -0.22 0.04
H 1.920 -2.371 3.001 0.49 0.61 -0.89 0.12
C 1.819 2.084 -2.158 -9.78 7.42 -4.39 -0.27
```
Forces are in eV/Å.

Computed, not measured: a molecular structure, C22H24ClN2O4S2V, with ωB97M-V with the def2-TZVPD basis set.

Total energy, hartree: -3463.65436
Total charge: +1
Expectation value of S²: 0.762
Relative energy (zero: lowest compared OMol25 entry of this formula, charge and spin), kcal per mole: 11.7
HOMO-LUMO gap (alpha / beta), eV: 6.685 / 7.032
E_LUMO (alpha / beta), eV: -3.939 / -3.799
2S+1: 2

```
56
Properties=species:S:1:pos:R:3:forces:R:3:lowdin_charge:R:1
H -3.035 1.219 3.353 0.00 -0.01 0.00 0.15
H 2.994 -1.543 3.601 -0.02 0.01 0.00 0.13
S -3.072 1.773 -1.463 -0.14 -0.07 -0.08 0.85
C -4.538 1.240 -0.554 0.08 -0.02 0.00 -0.32
H 2.321 -3.898 1.793 0.00 -0.01 0.02 0.11
H -3.090 3.510 3.986 0.00 0.01 0.00 0.13
C -1.252 5.437 1.889 -0.01 -0.02 0.02 -0.05
H -4.237 1.146 -3.446 0.00 0.01 0.00 0.05
N 0.442 -0.259 0.567 0.54 -0.08 0.36 0.16
N 2.499 -1.041 1.640 0.01 0.06 0.03 -0.06
H 4.083 0.335 1.384 -0.01 0.00 0.00 0.13
H 1.410 -2.107 3.075 -0.01 0.03 -0.01 0.13
H -0.960 6.470 1.759 0.00 0.00 0.00 0.12
C 1.037 -1.941 -4.906 0.01 0.00 0.00 -0.06
C 4.860 -1.688 1.582 -0.02 -0.04 -0.03 -0.18
H -4.524 0.160 -0.417 -0.01 0.00 0.01 0.06
O -1.712 -0.812 -0.879 -1.33 -2.51 -0.60 -0.26
H 5.756 -1.570 0.973 0.02 0.01 0.03 0.12
H 5.147 -1.462 2.610 0.00 0.01 0.00 0.12
C 0.499 -3.121 -4.405 -0.02 -0.02 0.00 -0.06
C -2.457 3.779 3.150 -0.02 0.01 0.05 -0.03
H -2.468 1.018 -3.619 0.00 0.00 0.00 0.03
H 3.758 -0.718 -0.003 -0.02 -0.01 0.00 0.13
O -0.813 2.181 0.348 0.53 3.12 1.16 -0.27
C -1.207 3.158 1.178 -0.04 -0.15 0.09 -0.27
H 4.089 -3.323 0.431 -0.01 0.00 0.00 0.12
C 0.186 -0.703 -3.007 -0.03 -0.04 0.02 -0.52
C -0.187 -3.092 -3.210 0.01 -0.02 -0.01 -0.01
H 0.614 -4.050 -4.945 0.01 0.00 0.00 0.11
C -2.032 2.801 2.250 -0.05 -0.09 -0.04 -0.12
H -3.361 -0.243 -2.732 0.00 0.00 -0.01 0.05
O -2.273 0.493 1.657 0.12 -0.02 -0.33 0.00
H 1.581 -1.947 -5.841 -0.01 0.01 0.00 0.11
O -1.276 -2.982 -0.588 -0.05 0.00 0.03 0.16
C -1.130 -1.996 -1.242 0.11 -0.07 -0.19 -0.50
H 3.296 -3.885 3.249 0.01 0.00 0.00 0.12
H -5.424 1.546 -1.106 -0.01 -0.01 0.00 0.05
H -0.610 -3.994 -2.788 -0.01 0.00 0.00 0.13
H -4.533 1.735 0.414 -0.02 0.02 -0.01 0.04
Cl -2.600 6.310 4.061 0.00 0.01 0.01 0.72
C -3.315 0.818 -2.970 0.00 0.02 0.03 -0.34
S 0.131 0.904 -2.253 -0.04 -0.05 0.04 0.76
V -1.090 0.659 -0.327 0.37 -0.05 -0.61 0.63
H -0.176 4.727 0.161 -0.01 0.02 0.01 0.14
C 3.828 -0.683 1.085 0.05 0.01 -0.01 -0.11
H 5.098 -3.820 1.771 0.00 -0.01 -0.03 0.11
C 2.448 -1.991 2.770 0.01 -0.06 -0.01 -0.12
C 4.323 -3.114 1.477 -0.01 0.04 0.03 -0.17
C 3.062 -3.321 2.346 0.00 0.01 -0.02 -0.15
C 1.419 -0.611 1.082 -0.10 -0.25 -0.03 -0.14
H 1.319 0.160 -4.604 0.01 -0.01 -0.01 0.10
C -0.815 4.473 0.996 0.06 0.00 -0.06 0.04
C -2.468 1.421 2.431 -0.02 0.06 0.12 -0.13
C 0.888 -0.753 -4.215 0.00 0.02 0.00 -0.12
C -0.360 -1.896 -2.509 0.03 0.14 0.07 -0.15
C -2.070 5.090 2.963 0.01 -0.02 -0.02 -0.65
```
Forces are in eV/Å.

Computed, not measured: a molecular structure, C22H24F42N9O30S14, with ωB97M-V with the def2-TZVPD basis set.

Total energy, hartree: -13371.42394
Total charge: -5
HOMO-LUMO gap, eV: 7.828
E_LUMO, eV: 7.218
2S+1: 1

```
141
Properties=species:S:1:pos:R:3:forces:R:3:lowdin_charge:R:1
F 7.371 11.747 21.953 0.12 0.00 -0.30 0.15
C 7.502 16.646 24.446 0.20 -0.05 -0.09 -0.64
N 4.619 15.463 21.394 0.92 0.88 -0.75 0.22
F 0.175 11.870 20.176 0.19 0.01 -0.30 0.12
H -0.584 16.969 16.251 0.25 -0.18 0.15 0.08
C 0.118 18.213 19.833 -0.98 0.30 -0.80 -0.66
F 6.020 30.152 19.879 0.23 0.83 -0.22 0.12
H 4.068 19.369 23.367 0.13 -0.09 0.04 0.08
C 4.156 13.207 14.447 1.15 1.04 -0.11 -0.65
F 1.891 24.649 25.370 -0.23 0.44 -0.24 0.18
O 9.602 15.361 23.350 0.42 -0.53 0.60 -0.31
O 4.864 25.109 17.519 1.14 0.48 -0.01 -0.30
H 4.105 14.639 21.092 -0.03 -0.36 0.59 0.10
N -1.672 19.071 17.965 -2.56 -0.56 -0.59 -0.31
C -0.077 16.989 15.283 0.28 -0.85 0.76 -0.03
H -0.281 19.241 16.662 -0.18 -0.44 -0.24 0.09
S 2.544 22.732 16.450 3.98 3.03 0.62 0.52
C 3.943 21.493 16.662 -1.36 -0.51 -1.72 -0.65
O 4.717 17.755 15.528 0.27 -0.39 -0.75 -0.31
H 5.274 18.559 19.987 -1.18 0.08 -0.22 0.14
C 3.541 10.480 22.780 -0.57 1.66 -1.05 -0.68
C 8.469 12.463 21.885 1.15 1.01 0.64 -0.64
F -1.065 23.503 13.375 -0.36 -0.30 0.29 0.11
F 3.991 10.111 21.567 -0.40 -0.14 0.42 0.12
F 7.037 15.656 25.231 0.18 0.00 -0.54 0.12
S 3.591 12.361 22.908 1.78 2.00 -1.15 0.64
O 4.977 12.715 22.656 -1.02 -0.75 -0.62 -0.32
N 1.244 21.924 16.206 -2.68 1.29 -1.44 -0.31
O 2.986 15.573 14.663 0.24 -0.48 0.25 -0.33
H 6.348 17.659 20.789 0.12 -0.46 1.06 0.11
C 6.719 29.221 19.248 -0.88 -2.90 -0.28 -0.68
F 4.993 22.035 17.209 0.10 0.08 0.41 0.18
O 9.502 14.674 20.567 -1.51 -0.92 1.53 -0.31
O 0.518 24.563 15.692 0.53 -0.27 -0.11 -0.27
H 4.280 15.872 22.268 -0.95 0.30 -0.43 0.16
S 5.706 17.187 14.644 -0.50 -0.99 -1.08 0.64
F 6.930 23.862 16.132 -0.15 0.11 0.22 0.15
O 1.072 14.634 22.594 0.20 -0.74 -0.41 -0.28
O 4.643 14.922 16.393 -0.09 -0.01 -1.16 -0.30
O -1.083 22.970 16.571 0.66 -0.47 -0.63 -0.29
H 5.603 15.265 21.691 -0.25 -0.44 -0.65 0.08
F 3.484 20.461 17.368 0.30 -0.31 0.43 0.12
H 1.678 18.074 16.081 0.32 -0.99 -0.34 0.15
O 7.080 17.296 15.009 0.21 0.22 -0.33 -0.28
H 2.296 19.168 13.922 0.04 0.11 0.47 0.13
C 1.761 24.279 26.612 -0.28 -2.01 0.96 -0.67
O 2.488 23.415 17.704 0.00 -0.35 0.54 -0.27
F 0.746 19.380 19.793 0.11 0.03 0.63 0.15
H 1.163 20.451 12.196 -0.08 0.17 -0.48 0.08
F -4.514 20.110 15.465 -0.35 -0.40 -0.27 0.13
F 0.222 17.601 21.007 0.15 0.47 -0.53 0.16
O 4.430 27.728 18.955 1.45 0.45 0.14 -0.32
S 2.209 22.419 26.827 0.06 -1.07 1.43 0.66
S 8.460 16.075 22.876 0.72 3.10 1.27 0.54
H -0.458 19.747 15.079 -0.15 -0.54 -0.20 0.10
F -2.817 18.760 15.222 0.19 0.29 -0.63 0.13
C 5.498 18.118 12.969 -0.59 -1.31 -0.32 -0.63
F -1.314 20.647 24.323 -0.86 -0.08 -0.24 0.14
F -0.728 21.427 13.931 0.22 -0.18 -0.60 0.11
S 8.199 14.180 21.028 0.37 1.23 -1.17 0.68
H 5.511 19.796 22.421 -0.02 0.21 -0.04 0.09
F -1.039 13.483 20.971 0.19 -0.47 0.17 0.11
H 2.699 15.727 19.538 -0.03 -0.01 0.03 0.08
F 5.339 12.612 14.651 -0.01 -0.25 0.20 0.10
F 7.922 29.089 19.802 0.40 0.67 0.11 0.11
H 2.713 17.346 20.241 -0.04 -0.01 -0.02 0.07
O 1.364 21.791 23.991 -0.05 -0.68 0.52 -0.32
C 0.217 13.121 20.639 -0.59 0.89 0.70 -0.66
O 0.680 12.252 23.061 0.21 -0.01 -0.58 -0.31
F 0.918 22.752 13.289 0.02 -0.76 -0.08 0.12
F 8.944 12.689 23.111 -0.47 0.01 0.44 0.11
F 7.600 23.098 18.048 0.03 -0.49 -0.12 0.13
O 3.391 22.214 26.019 -1.04 0.48 -0.11 -0.31
F 6.698 18.068 12.382 0.06 0.74 -0.08 0.11
H 0.853 20.131 15.900 -0.11 -0.02 0.03 0.09
S 5.786 27.563 19.478 -1.36 0.40 -0.05 0.58
O -4.335 18.524 17.872 1.52 -0.07 -0.67 -0.32
N 6.749 26.712 18.511 -1.27 -1.61 0.39 -0.33
O 2.238 19.768 25.152 -0.70 0.84 0.37 -0.33
O 2.493 22.285 28.253 -1.23 0.45 -0.75 -0.35
F 2.575 24.976 27.405 0.32 0.33 -0.17 0.11
C 0.943 18.102 15.276 -1.01 0.81 0.59 -0.27
F -0.704 19.022 25.650 -0.33 -0.02 -0.34 0.10
N 0.194 19.338 15.745 0.97 1.21 -0.12 0.20
O 5.805 27.329 20.912 0.86 0.36 -0.84 -0.32
F -2.565 20.949 15.562 0.23 -0.87 -0.26 0.11
F 3.860 12.984 13.150 -0.34 0.32 0.26 0.10
O 0.470 18.761 13.091 -0.56 -0.38 0.08 -0.21
N 0.783 21.515 26.406 2.85 2.17 1.93 -0.30
F 6.498 17.432 24.104 -0.44 -0.16 -0.30 0.14
F 0.574 13.979 19.685 0.57 -0.46 -0.20 0.13
S 4.304 15.044 14.985 -1.99 -1.14 0.62 0.56
F 6.880 29.495 17.940 -0.11 0.70 0.57 0.10
N 2.661 12.997 21.649 3.67 -2.36 1.34 -0.29
O -2.114 19.603 20.368 0.87 -1.10 -0.75 -0.31
F 9.458 11.749 21.298 -0.71 0.22 -0.69 0.10
H 2.077 17.523 13.433 -0.14 -0.48 0.64 0.12
C 5.257 17.751 20.721 0.31 -0.07 0.01 -0.18
S 0.131 23.196 15.828 -1.76 -1.88 -0.33 0.67
H 3.840 20.049 21.799 0.12 -0.32 -0.55 0.10
O 3.156 12.726 24.218 -0.66 -0.61 0.23 -0.28
C -0.216 22.651 13.980 0.59 1.81 1.47 -0.63
O 7.293 13.881 19.958 -0.65 -0.26 0.58 -0.30
H -0.900 17.060 14.573 0.45 0.31 -0.44 0.08
C 4.500 19.389 22.366 0.25 -0.07 0.61 -0.06
O 8.726 17.346 22.230 -0.46 -0.78 0.37 -0.30
S 1.257 13.255 22.192 -4.33 2.06 1.01 0.52
F 0.514 24.481 27.083 0.05 0.22 -0.52 0.10
F 3.240 12.630 15.210 -0.13 -0.09 -0.11 0.13
N 5.409 15.613 14.021 0.52 2.28 1.48 -0.30
O 2.976 23.549 15.331 0.04 -1.14 0.00 -0.31
C -0.351 19.797 24.606 2.31 1.10 1.14 -0.66
H 0.488 16.066 15.150 -0.30 -0.16 -0.05 0.08
C 4.647 16.437 20.206 0.15 1.03 -0.12 -0.25
C 3.258 16.664 19.592 0.14 -0.61 0.86 -0.02
H 1.572 18.919 11.338 0.39 0.08 0.25 0.08
F 5.011 19.342 13.074 0.80 0.37 0.48 0.14
O -3.629 20.742 18.410 0.56 0.31 -0.99 -0.29
F 4.328 9.961 23.690 0.36 -0.47 0.64 0.16
N 7.391 15.203 22.144 1.04 -2.74 -2.03 -0.30
S 1.242 20.831 25.079 -0.53 -2.30 -3.96 0.54
C 7.316 24.187 17.354 0.31 1.29 1.24 -0.65
F 8.312 17.393 25.216 0.42 -0.29 -0.23 0.11
H 5.339 16.026 19.470 -0.08 -0.38 0.11 0.14
F -0.060 19.033 23.565 -0.33 0.13 0.18 0.15
H -0.052 19.416 11.255 -0.24 0.59 0.28 0.09
S -1.726 18.516 19.468 -0.02 0.63 3.97 0.59
F 4.645 17.514 12.099 0.21 -0.29 0.57 0.08
H 3.279 17.059 18.580 0.45 0.11 0.04 0.09
F 8.454 24.914 17.258 0.00 -0.19 -0.27 0.08
C 0.812 19.455 11.920 0.36 -0.70 0.00 -0.11
O 4.572 18.031 21.932 0.04 0.15 -0.57 -0.21
S -3.280 19.525 17.733 -1.08 0.38 -0.12 0.64
O -2.412 17.277 19.780 0.88 0.20 -1.25 -0.31
S 6.021 25.190 18.379 -1.30 0.53 -0.24 0.64
F 2.287 10.082 22.964 0.35 -0.63 -0.15 0.13
O 5.836 24.624 19.694 0.98 -0.23 -0.65 -0.29
C 1.564 18.352 13.923 -0.08 1.21 -1.06 -0.15
F 4.312 21.005 15.435 -0.18 0.23 0.66 0.08
F 0.689 17.466 18.875 -0.30 -0.46 -0.12 0.10
C -3.267 19.847 15.839 -0.07 0.67 2.33 -0.66
```
Forces are in eV/Å.